(1)
C47H27BF10I4N10O4S2W | ωB97M-V/def2-TZVPD

Values from the calculation:
* highest occupied orbital energy (spin up / spin down): -0.4643 / -0.4644 Eh
* orbital gap (spin up / spin down): 0.1711 / 0.1706 Eh
* E: -156002.2671 eV

Geometry as ORCA input:
```
! wB97M-V def2-TZVPD RIJCOSX def2/J DEFGRID3
* xyz 2 1
W 0.1526 0.0652 0.0809
I 6.9653 -6.5881 2.4104
C 5.5240 -5.2461 1.7358
C 4.1717 -5.5542 1.8680
C 3.2180 -4.6744 1.4020
C 3.5894 -3.4664 0.7876
C 4.9571 -3.1571 0.7039
C 5.9146 -4.0419 1.1605
C 2.5747 -2.5542 0.2806
C 2.7633 -1.7681 -0.8284
C 3.8933 -1.8246 -1.7101
C 3.9676 -0.6239 -2.3173
C 2.8453 0.1384 -1.8574
C 2.6327 1.4896 -2.2129
C 3.7255 2.1939 -2.9328
C 4.8350 2.6779 -2.2468
C 5.8768 3.2739 -2.9416
C 5.8241 3.3563 -4.3265
I 7.4148 4.2145 -5.3800
C 4.7260 2.8658 -5.0214
C 3.6738 2.2956 -4.3219
C 1.4038 2.0729 -2.0780
N 0.2721 1.4008 -1.6517
C -0.7712 2.1209 -2.1876
C -2.0525 1.5912 -2.3859
C -3.0013 2.3200 -3.2533
C -3.3127 3.6653 -3.0363
C -4.1309 4.3538 -3.9136
C -4.6382 3.7088 -5.0356
I -5.8485 4.7538 -6.3758
C -4.3316 2.3747 -5.2740
C -3.5260 1.6865 -4.3855
C -2.4169 0.3198 -1.8768
C -3.7260 -0.2541 -2.0456
C -3.8021 -1.3147 -1.2276
C -2.5378 -1.4065 -0.5577
N -1.6502 -0.4368 -1.0502
C -2.2957 -2.1543 0.5343
C -0.9325 -2.1543 1.1922
C 0.4087 -1.9727 3.3464
C 1.4073 -2.3510 2.3907
C 1.3616 -2.2884 1.0357
N 0.2134 -2.0448 0.2781
C -3.4236 -2.6917 1.3485
C -3.9392 -1.8593 2.3449
C -4.8976 -2.3346 3.2272
C -5.3542 -3.6402 3.1132
I -6.7246 -4.3850 4.5034
C -4.8826 -4.4591 2.0970
C -3.9191 -3.9860 1.2205
C -0.2863 3.3286 -2.8056
C 1.0544 3.3118 -2.7091
N 2.0445 -0.5833 -1.0444
H 3.8715 -6.4884 2.3225
H 2.1710 -4.9456 1.4709
H 5.2660 -2.1912 0.3306
H 6.9635 -3.7931 1.0761
H 4.5181 -2.6894 -1.8589
H 4.7039 -0.2725 -3.0213
H 4.8799 2.6003 -1.1666
H 6.7307 3.6637 -2.4047
H 4.6910 2.9196 -6.1009
H 2.8140 1.9070 -4.8566
H -2.9318 4.1778 -2.1643
H -4.3596 5.3950 -3.7311
H -4.7057 1.8831 -6.1616
H -3.2564 0.6580 -4.5944
H -4.5030 0.1520 -2.6690
H -4.6306 -1.9847 -1.0597
H -1.0690 -0.7058 3.9203
H 2.2574 -2.8431 2.8442
H -3.5929 -0.8402 2.4332
H -5.2753 -1.6851 4.0057
H -5.2489 -5.4713 1.9941
H -3.5500 -4.6434 0.4411
H -0.8923 4.0669 -3.2980
H 1.7602 4.0272 -3.0991
F -2.2645 4.1210 4.6014
C -1.0547 3.7096 4.2635
F -0.6452 4.3788 3.1819
F -0.2089 3.8987 5.2507
S -1.0864 1.9167 3.7868
O 0.1232 1.7012 3.0479
O -1.3054 1.1364 4.9637
N -2.3805 1.7977 2.8410
S -2.4610 1.7847 1.3021
O -3.5055 0.9641 0.7938
O -1.1553 1.5672 0.5729
C -2.8588 3.5564 0.8042
F -1.8179 4.0590 0.1344
F -3.0762 4.2785 1.8773
F -3.9239 3.5658 0.0272
N 0.0178 -3.2154 5.4889
N 0.0337 -3.0837 4.1301
N -0.7004 -3.8441 3.2683
C -0.9703 -3.4814 2.0640
N -0.8921 -0.8076 1.8597
N -0.5097 -1.0702 3.1452
H 0.4589 -4.0741 5.7867
H -0.9020 -3.1183 5.8997
H -1.3982 -4.2914 1.4861
F 2.2146 3.6220 2.4675
B 2.3199 2.8866 1.3963
F 1.2717 2.7161 0.5748
F 3.4734 2.3688 1.0131
F 1.5819 0.2954 1.2477
*
```


(2)
C47H33ClFN8O9ScSe | ωB97M-V/def2-TZVPD

Values from the calculation:
* highest occupied orbital energy: -0.2735 Eh
* energy above the lowest of the compared OMol25 structures with the same formula, charge and spin: 0.0 kJ/mol
* orbital gap: 0.2314 Eh
* E: -180916.9605 eV

Geometry as ORCA input:
```
! wB97M-V def2-TZVPD RIJCOSX def2/J DEFGRID3
* xyz 0 1
Sc -0.1728 0.8102 1.3044
O 2.5469 2.7768 6.3725
C 3.3102 1.7971 5.9171
O 4.2799 1.4063 6.5160
C 2.9244 1.1935 4.6082
C 3.6310 0.2073 3.9463
Cl 5.0438 -0.6234 4.3774
N 2.9945 -0.0639 2.7815
N 1.8824 0.6785 2.6727
C 1.8265 1.4304 3.7535
C 0.6359 2.3401 3.8255
O 0.5434 3.1787 4.7184
O -0.2037 2.1573 2.8819
C 3.3401 -1.0176 1.7715
C 2.4002 -1.9693 1.4067
C 2.7244 -2.8787 0.4101
C 3.9787 -2.8457 -0.1857
C 4.9079 -1.8870 0.1942
C 4.5866 -0.9550 1.1701
H 1.7862 2.9969 5.7643
H 1.4256 -1.9677 1.8789
H 1.9925 -3.6166 0.1073
H 4.2350 -3.5751 -0.9453
H 5.8833 -1.8549 -0.2752
H 5.2952 -0.1932 1.4670
C 2.2200 -2.8756 -5.0310
C 3.3402 -2.2583 -4.2086
C 4.3433 -1.5518 -5.1072
C 5.4889 -0.9894 -4.2873
C 4.9599 -0.0970 -3.1999
C 5.7286 0.9198 -2.6832
C 5.2327 1.7341 -1.6684
F 6.0262 2.7136 -1.2019
C 3.9874 1.5578 -1.1449
C 3.1853 0.5306 -1.6602
C 1.8823 0.2893 -1.0512
O 1.5626 0.9304 -0.0186
C 1.0734 -0.6920 -1.6744
C 1.6042 -1.4454 -2.6837
N 2.8331 -1.2989 -3.1907
C 3.6578 -0.2891 -2.6925
C -0.3431 -1.0020 -1.2517
O -0.8955 -1.9794 -1.7339
O -0.8768 -0.1505 -0.4474
H 2.6699 -3.4449 -5.8438
H 1.5863 -2.1021 -5.4683
H 1.5941 -3.5637 -4.4656
H 3.8631 -3.0490 -3.6599
H 3.8331 -0.7537 -5.6549
H 4.7087 -2.2691 -5.8418
H 6.1879 -0.4342 -4.9131
H 6.0544 -1.8144 -3.8413
H 6.7268 1.1017 -3.0624
H 3.6121 2.1741 -0.3399
H 0.9813 -2.2275 -3.0913
C -5.8087 -0.8207 -3.7461
O -4.8628 -1.4773 -2.9261
C -5.2612 -1.8452 -1.6789
C -4.2908 -2.4742 -0.8945
C -4.5872 -2.8557 0.3966
C -5.8580 -2.6109 0.9272
C -6.8326 -2.0523 0.1190
C -6.5417 -1.6454 -1.1789
N -6.3040 -2.9180 2.2608
N -5.5988 -2.7361 3.2642
C -4.2906 -2.1503 3.1413
C -3.2230 -2.8700 3.5973
C -1.8991 -2.4456 3.3720
C -1.6471 -1.2928 2.6629
O -0.4402 -0.8652 2.3501
C -2.7621 -0.4677 2.3060
N -2.4648 0.7196 1.7051
C -3.4461 1.5290 1.3914
C -4.7953 1.2302 1.6471
C -5.1137 0.0354 2.2258
C -4.0838 -0.8682 2.5655
H -5.2971 -0.5944 -4.6774
H -6.1551 0.1103 -3.2887
H -6.6703 -1.4606 -3.9547
H -3.2979 -2.6217 -1.3033
H -3.8171 -3.3295 0.9895
H -7.8282 -1.9194 0.5238
H -7.3173 -1.1904 -1.7769
H -3.4090 -3.8177 4.0877
H -1.0663 -3.0515 3.7042
H -3.1769 2.4690 0.9248
H -5.5581 1.9486 1.3816
H -6.1425 -0.2229 2.4373
Se -1.2543 2.4336 -1.6634
N -0.7496 2.8177 0.0138
C -1.0750 4.0827 0.2459
C -0.8701 4.7951 1.4729
C -1.2444 6.0943 1.5327
C -1.8366 6.7808 0.4178
C -2.0580 6.1498 -0.7557
C -1.6779 4.7741 -0.8754
N -1.8402 4.0635 -1.9723
H -0.4578 4.2816 2.3269
H -1.1006 6.6401 2.4563
H -2.1091 7.8214 0.5354
H -2.5050 6.6387 -1.6104
*
```


(3)
C47H33N2OP2ReS3 | ωB97M-V/def2-TZVPD

Values from the calculation:
* highest occupied orbital energy: -0.4736 Eh
* energy above the lowest of the compared OMol25 structures with the same formula, charge and spin: 612.6 kJ/mol
* orbital gap: 0.2056 Eh
* E: -107494.6379 eV

Geometry as ORCA input:
```
! wB97M-V def2-TZVPD RIJCOSX def2/J DEFGRID3
* xyz 2 1
Re 0.1694 -0.5917 0.0199
O -1.5868 2.3231 -0.6340
S -1.3943 1.0613 0.0572
C -2.9437 0.2924 0.4148
C -3.9790 0.9537 1.0587
C -5.1684 0.2680 1.2517
C -5.3070 -1.0302 0.7750
C -4.2755 -1.6588 0.0870
C -3.0678 -1.0024 -0.1099
P -1.6424 -1.7095 -1.0774
C -2.0761 -1.1691 -2.7718
C -2.7058 0.0510 -3.0110
C -2.9383 0.4843 -4.3098
C -2.5660 -0.3052 -5.3875
C -1.9610 -1.5350 -5.1601
C -1.7130 -1.9590 -3.8635
C -1.9325 -3.4944 -1.0594
C -1.2328 -4.2574 -0.1259
C -1.4770 -5.6169 -0.0042
C -2.4143 -6.2237 -0.8282
C -3.1047 -5.4739 -1.7714
C -2.8700 -4.1130 -1.8881
C -0.3430 1.0197 1.5122
C -0.8686 0.2679 2.7124
C 0.1585 -0.1175 3.7851
C 1.6590 0.0343 3.4445
C 2.0398 0.5897 2.0610
C 0.9954 1.3012 1.2097
P 1.4820 2.7258 0.0597
C 2.0740 1.8541 -1.4343
C 2.6834 0.4584 -1.3933
C 3.7143 0.2862 -2.4786
C 3.4691 0.8191 -3.6682
C 2.1255 1.4848 -3.8441
C 1.7819 2.3287 -2.6429
C 3.0405 3.2086 0.8776
C 2.9253 3.9812 2.0328
C 4.0566 4.3740 2.7321
C 5.3160 4.0172 2.2725
C 5.4437 3.2702 1.1087
C 4.3119 2.8647 0.4165
H -3.8592 1.9764 1.3942
H -5.9889 0.7447 1.7703
H -6.2380 -1.5579 0.9336
H -4.4171 -2.6628 -0.2896
H -3.0325 0.6872 -2.1994
H -3.4329 1.4329 -4.4713
H -2.7704 0.0231 -6.3981
H -1.7051 -2.1761 -5.9941
H -1.2770 -2.9373 -3.7018
H -0.4683 -3.7923 0.4877
H -0.9317 -6.2019 0.7239
H -2.6019 -7.2854 -0.7399
H -3.8305 -5.9497 -2.4172
H -3.4266 -3.5369 -2.6172
H -1.7938 0.6772 3.1127
H -0.1050 0.1855 4.7937
H 2.2668 0.4084 4.2631
H 2.9973 1.1030 2.0505
H 3.1419 0.2723 -0.4226
H 4.6250 -0.2558 -2.2594
H 4.1570 0.7534 -4.5007
H 2.0739 2.0786 -4.7542
H 1.2555 3.2635 -2.7903
H 1.9458 4.2924 2.3816
H 3.9551 4.9769 3.6246
H 6.1986 4.3363 2.8101
H 6.4251 3.0085 0.7366
H 4.4334 2.3023 -0.5012
S -1.0246 -1.4609 2.0963
C 0.2328 -1.6399 3.4573
C -0.1241 -2.6643 4.4074
N -0.4151 -3.4796 5.1608
C 1.7299 -1.4879 3.0996
S 2.1691 -1.1112 1.3337
C 2.6686 -2.3872 3.7228
N 3.4161 -3.1015 4.2209
C 1.3647 -0.3483 -1.5305
C 1.1993 -0.7141 -2.9296
C 1.3479 -2.0497 -3.2768
C 1.4541 -2.4182 -4.6049
C 1.3107 -1.5082 -5.6773
C 1.0915 -0.2083 -5.3837
C 1.0559 0.3093 -4.0010
H 1.4555 -2.7904 -2.4955
H 1.6451 -3.4612 -4.8334
H 1.3703 -1.8598 -6.6973
H 0.9534 0.5228 -6.1723
H 0.0531 0.7575 -3.8652
*
```